(1)
This record from the OMol25 dataset describes a molecular structure, C24H28As2O2PS3SbTi at a distorted geometry. The level of theory is ωB97M-V with the def2-TZVPD basis set.

Summary:
E: -8179.141663 a.u.
charge: -1
multiplicity: 2
maximum force: 0.0814 Eh/bohr
expectation value of S²: 0.788
relative energy (zero: lowest compared OMol25 entry of this formula, charge and spin): 219.6 kJ/mol

CARTESIAN COORDINATES (ANGSTROEM)
Sb: 2.585 -1.623 0.600
As: 0.486 -0.703 2.973
As: -0.796 1.914 1.738
Ti: -0.211 -0.402 0.477
S: 2.416 -2.840 -1.327
S: -0.482 -2.443 1.745
S: 1.824 0.686 0.119
P: -0.059 -0.954 -1.927
O: -1.920 0.019 -0.209
O: -2.946 1.517 -1.474
C: 0.750 2.224 2.914
C: -2.001 0.779 -1.232
C: 1.651 -1.869 4.072
C: -3.452 -2.353 -3.770
C: 2.863 0.032 -4.556
C: 2.499 1.206 4.227
C: -3.910 -3.270 -2.835
C: -1.042 -0.572 4.189
C: -0.588 3.381 0.458
C: 1.327 1.089 3.490
C: 2.003 0.011 -3.477
C: 1.022 -0.971 -3.387
C: 0.949 -1.961 -4.360
C: 1.811 -1.929 -5.440
C: -2.261 -1.683 -3.560
C: -1.970 -2.875 -1.489
C: 2.760 -0.927 -5.549
C: -3.164 -3.541 -1.701
C: -2.200 2.788 2.849
C: 3.060 2.454 4.455
C: 2.468 3.587 3.920
C: -1.519 -1.934 -2.408
C: -0.796 0.725 -2.179
C: 1.327 3.466 3.140
H: 1.564 -1.599 5.130
H: -0.629 4.350 0.959
H: -4.038 -2.144 -4.656
H: -1.904 -0.970 -4.293
H: -1.373 -3.084 -0.605
H: 3.964 2.540 5.047
H: -0.066 1.483 -1.854
H: 2.902 4.565 4.083
H: 0.367 3.285 -0.066
H: 3.619 0.802 -4.622
H: 1.322 -2.907 3.926
H: -1.934 -0.300 3.610
H: -3.159 2.635 2.351
H: 1.746 -2.695 -6.199
H: 2.980 0.326 4.638
H: -4.852 -3.773 -3.002
H: 2.696 -1.781 3.750
H: -1.210 -1.556 4.640
H: 3.432 -0.898 -6.394
H: -2.022 3.859 2.948
H: -2.250 2.338 3.843
H: -1.089 0.931 -3.214
H: -0.872 0.169 4.976
H: 0.885 4.350 2.692
H: -3.513 -4.262 -0.973
H: -1.405 3.329 -0.264
H: 0.234 -2.763 -4.255
H: 2.121 0.739 -2.683

***

(2)
This record from the OMol25 dataset describes a molecular structure, C10H30ClO5 at a distorted geometry. The level of theory is ωB97M-V with the def2-TZVPD basis set.

Summary:
E: -1235.169319 a.u.
charge: -1
maximum force: 0.2487 Eh/bohr
relative energy (zero: lowest compared OMol25 entry of this formula, charge and spin): 785.5 kJ/mol

CARTESIAN COORDINATES (ANGSTROEM)
Cl: 0.580 -1.239 0.183
O: -1.875 -0.705 -1.677
O: 3.312 -0.006 -1.679
O: 2.044 -3.108 -0.177
O: 1.041 0.371 3.394
O: 0.314 1.778 0.127
C: 1.321 -4.023 -0.953
C: 0.010 1.278 3.826
C: 0.213 -4.461 -0.074
C: 2.634 0.878 -2.507
C: -1.222 3.720 0.120
C: -4.320 -0.331 -1.340
C: -0.900 2.185 -0.310
C: -3.094 -1.010 -0.965
C: 3.639 1.770 -3.137
C: 0.249 1.350 5.264
H: 1.105 -3.601 -1.921
H: 4.124 1.339 -3.747
H: 1.991 -4.905 -1.491
H: 2.906 2.381 -3.778
H: -1.096 3.894 1.040
H: 0.609 -4.993 0.746
H: 1.939 1.511 -2.068
H: -0.335 4.162 -0.182
H: 0.100 2.110 3.517
H: -4.445 0.717 -0.997
H: -0.909 0.725 3.695
H: 2.743 -0.586 -1.120
H: 0.784 0.146 2.561
H: 2.104 0.234 -3.226
H: -0.942 2.187 -1.374
H: -3.001 -0.991 0.085
H: 1.199 1.618 5.629
H: -0.333 -5.251 -0.732
H: 1.669 -2.293 0.056
H: 0.459 0.833 0.202
H: -0.308 2.058 5.646
H: -0.547 -3.627 0.148
H: -2.061 4.025 -0.110
H: -1.193 -0.912 -1.134
H: -1.834 1.657 -0.132
H: 0.099 0.264 5.691
H: 4.172 2.334 -2.492
H: -5.216 -0.901 -0.999
H: -3.230 -2.072 -1.174
H: -4.505 -0.495 -2.417

***

(3)
This record from the OMol25 dataset describes a gas-phase ion, C2H5N5 (charge +2) at a distorted geometry. The level of theory is ωB97M-V with the def2-TZVPD basis set.

Summary:
E: -352.085750 a.u.
SMILES: [H]/N=C(\N)N=[N+]=C=[NH2+]
charge: +2
maximum force: 0.1008 Eh/bohr
relative energy (zero: lowest compared OMol25 entry of this formula, charge and spin): 362.2 kJ/mol

CARTESIAN COORDINATES (ANGSTROEM)
N: -1.060 -0.184 -0.945
N: 0.300 -0.660 0.828
N: 1.003 2.746 -0.796
N: -1.326 -2.214 0.119
N: -0.430 0.812 -1.089
C: -0.660 -1.118 0.133
C: 0.446 1.637 -0.773
H: 0.592 -1.145 1.574
H: -1.063 -2.742 0.957
H: -2.084 -2.339 -0.513
H: 0.903 3.426 -1.682
H: 1.829 2.960 -0.232

***

(4)
This record from the OMol25 dataset describes a gas-phase ion, C4H10NOS (charge -1) at a distorted geometry. The level of theory is ωB97M-V with the def2-TZVPD basis set.

Summary:
E: -686.528782 a.u.
SMILES: C[C@H](CS)NC[O-]
charge: -1
maximum force: 0.0438 Eh/bohr
relative energy (zero: lowest compared OMol25 entry of this formula, charge and spin): 356.6 kJ/mol

CARTESIAN COORDINATES (ANGSTROEM)
S: 1.330 0.025 -2.774
O: -2.609 1.233 1.745
N: -0.692 0.023 0.883
C: 0.415 -0.399 0.064
C: 0.428 0.419 -1.205
C: -2.290 0.253 0.985
C: 1.815 -0.334 0.773
H: -2.604 0.305 -0.096
H: 0.344 0.116 -3.696
H: -0.462 -0.127 1.856
H: 0.738 1.427 -0.922
H: 1.780 0.054 1.788
H: -2.546 -0.796 1.283
H: 0.267 -1.479 -0.105
H: 2.141 -1.376 0.860
H: -0.608 0.549 -1.537
H: 2.553 0.108 0.098

***

(5)
This record from the OMol25 dataset describes 2 unconnected molecules or ions with the total composition C22H28ClN2 at a distorted geometry. The level of theory is ωB97M-V with the def2-TZVPD basis set.

Summary:
E: -1424.519979 a.u.
charge: +1
maximum force: 0.0377 Eh/bohr

CARTESIAN COORDINATES (ANGSTROEM)
Cl: -0.627 -1.173 -3.264
N: 2.261 -0.631 1.010
N: -3.282 -1.217 -3.329
C: 0.720 1.832 -2.190
C: 4.726 -0.527 0.631
C: -1.425 0.763 3.438
C: -1.150 0.288 2.141
C: 0.335 3.107 -1.759
C: 4.888 -1.749 1.538
C: 0.056 -0.470 1.882
C: -2.546 1.555 3.657
C: -3.284 -2.665 -3.675
C: 1.028 -0.019 1.035
C: 0.500 2.371 0.545
C: -3.203 1.284 1.335
C: -4.558 -0.535 -3.631
C: 3.443 0.250 0.901
C: -2.040 0.563 1.082
C: -3.452 1.814 2.613
C: 2.388 -1.803 1.874
C: 0.850 1.098 0.092
C: 0.267 3.371 -0.388
C: -2.192 -0.534 -3.042
C: 3.629 -2.616 1.546
C: 1.037 0.843 -1.270
H: 3.488 -3.077 0.560
H: 0.447 2.556 1.617
H: -4.520 -0.001 -4.599
H: 0.085 3.884 -2.490
H: -2.716 2.003 4.640
H: 3.707 -3.418 2.292
H: 0.250 -1.330 2.538
H: 2.415 -1.481 2.936
H: 1.397 -0.137 -1.590
H: -0.715 0.540 4.244
H: -2.225 0.567 -2.930
H: -5.315 -1.315 -3.729
H: 3.547 0.821 1.848
H: 4.728 -0.840 -0.421
H: -4.359 2.385 2.805
H: -3.907 1.458 0.516
H: 1.516 -2.443 1.712
H: -0.015 4.358 -0.041
H: 0.736 1.597 -3.248
H: -4.340 -2.944 -3.746
H: 5.738 -2.349 1.190
H: 5.111 -1.411 2.563
H: -2.792 -3.264 -2.899
H: 3.283 0.973 0.098
H: 5.568 0.166 0.771
H: -1.800 0.195 0.082
H: -4.843 0.157 -2.826
H: -2.836 -2.848 -4.664

***

(6)
This record from the OMol25 dataset describes a molecular structure, C2H4F2N3O12S2Sr at a distorted geometry. The level of theory is ωB97M-V with the def2-TZVPD basis set.

Summary:
E: -2172.383022 a.u.
charge: -3
maximum force: 0.0882 Eh/bohr

CARTESIAN COORDINATES (ANGSTROEM)
Sr: -0.085 -0.103 -0.231
S: 1.914 -2.229 2.119
S: 0.219 -0.783 3.308
F: 2.318 -2.362 0.590
F: -0.746 0.393 2.867
O: 2.180 -0.332 -2.038
O: 2.363 -2.051 -3.384
O: -1.065 0.849 -2.392
O: 0.876 -2.019 -1.783
O: 0.202 2.368 -0.095
O: -2.429 -1.279 0.039
O: 1.424 -3.530 2.432
O: 1.121 -0.087 4.165
O: -0.650 -1.783 3.835
O: 3.100 -1.759 2.754
O: -4.432 -0.441 -0.089
O: -2.767 0.724 0.698
N: 0.780 -1.040 1.834
N: 1.822 -1.472 -2.418
N: -3.227 -0.299 0.148
C: -0.013 2.898 -1.357
C: -0.996 2.237 -2.350
H: -0.095 4.021 -1.312
H: 1.009 2.872 -1.848
H: -2.021 2.626 -2.095
H: -0.803 2.583 -3.399

***

(7)
This record from the OMol25 dataset describes 3 unconnected molecules or ions with the total composition C34H55BrN6O8 at a distorted geometry. The level of theory is ωB97M-V with the def2-TZVPD basis set.

Summary:
E: -4832.646248 a.u.
SMILES: CCCN[C@@]1(CCCO)[C@@H](CC(N)(N)N)C(=O)O[C@]1(CCCBr)CCCCCCOC.O=[N+]([O-])c1ccccc1.O=[N+]([O-])c1ccccc1
maximum force: 0.0830 Eh/bohr
relative energy (zero: lowest compared OMol25 entry of this formula, charge and spin): 447.5 kJ/mol

CARTESIAN COORDINATES (ANGSTROEM)
Br: 7.069 1.736 -2.112
O: 0.264 -2.160 1.851
O: 4.042 -5.789 -4.616
O: -5.140 8.830 1.461
O: -3.346 9.685 0.612
O: -4.326 -0.899 -0.039
O: -2.699 4.275 -2.627
O: 1.965 -1.072 0.525
O: -3.844 2.450 -2.446
N: -1.435 -5.331 0.412
N: 0.171 -6.916 -0.429
N: -3.615 3.615 -2.159
N: 4.109 -3.576 0.033
N: -4.048 9.371 1.560
N: -0.421 -5.012 -1.751
C: 0.234 0.909 -1.151
C: -4.501 4.265 -1.191
C: 1.099 -4.733 0.362
C: -3.551 9.667 2.905
C: -2.328 10.316 3.058
C: 1.090 -2.133 0.932
C: 4.135 -0.441 -0.194
C: 3.065 -3.487 -2.138
C: -6.395 4.167 0.283
C: 3.852 -4.699 2.378
C: 1.459 -3.272 -0.168
C: -5.232 -2.019 0.025
C: -3.846 9.607 5.288
C: -5.155 6.224 0.038
C: 2.697 -4.455 3.474
C: 1.658 0.781 -1.866
C: -0.161 -5.436 -0.352
C: 3.630 -4.982 -2.220
C: -0.895 -0.087 -1.684
C: -4.312 9.305 4.014
C: 5.348 -0.511 -1.231
C: 6.643 0.331 -0.725
C: 2.845 -1.309 -0.642
C: 3.064 -5.721 -3.552
C: 2.229 -0.706 -1.986
C: -4.297 5.604 -0.864
C: -1.871 10.616 4.336
C: 4.195 -3.365 1.508
C: -2.630 10.264 5.448
C: -5.543 3.540 -0.619
C: -2.054 -0.104 -0.540
C: -6.203 5.507 0.607
C: 2.951 -2.911 -0.606
C: -3.215 -1.155 -0.929
H: -2.853 -2.231 -0.727
H: 3.840 0.666 -0.073
H: -5.262 8.796 3.902
H: -3.505 -1.063 -2.028
H: 0.810 -4.608 1.471
H: 4.793 -4.984 2.980
H: -2.168 -5.764 -0.181
H: -1.308 -5.950 1.227
H: 3.129 -4.274 4.524
H: 3.621 -2.470 1.911
H: 1.541 1.169 -2.946
H: -4.701 -3.017 0.247
H: -5.914 -1.831 0.928
H: -4.432 9.332 6.158
H: 5.073 -0.037 -2.244
H: 2.055 -5.281 -3.882
H: 1.424 -1.340 -2.475
H: -2.446 0.932 -0.292
H: 5.307 -3.154 1.740
H: -5.704 2.496 -0.866
H: 2.835 -6.809 -3.248
H: 3.657 -5.572 1.678
H: 4.539 -0.755 0.830
H: 3.276 -5.640 -1.349
H: -1.536 -0.569 0.380
H: 3.839 -2.819 -2.674
H: 4.775 -5.039 -2.196
H: 1.968 -3.617 3.187
H: -1.727 10.595 2.200
H: -0.923 -4.103 -1.691
H: -2.273 10.505 6.444
H: 3.093 -0.659 -2.748
H: -6.875 5.995 1.307
H: -5.884 -2.078 -0.907
H: 5.635 -1.588 -1.465
H: -5.010 7.270 0.296
H: 1.070 -7.038 -0.925
H: 2.364 1.520 -1.357
H: 0.332 0.805 -0.012
H: -7.211 3.612 0.732
H: 0.853 -2.870 -1.063
H: 0.446 -4.784 -2.256
H: 7.571 -0.319 -0.679
H: -3.484 6.174 -1.301
H: -0.923 11.127 4.466
H: -0.144 1.976 -1.339
H: -1.401 0.340 -2.617
H: 5.007 -3.291 -0.369
H: 1.960 -5.471 0.343
H: 3.864 -6.625 -5.106
H: 6.405 0.885 0.235
H: 2.123 -5.452 3.563
H: 0.200 -7.332 0.510
H: 2.099 -3.373 -2.725
H: -0.573 -1.172 -1.796

***

(8)
This record from the OMol25 dataset describes C5H4N2 in the gas phase. The level of theory is ωB97M-V with the def2-TZVPD basis set.

Summary:
E: -302.295718 a.u.
SMILES: C#Cc1ccn[nH]1
maximum force: 0.0165 Eh/bohr
relative energy (zero: lowest compared OMol25 entry of this formula, charge and spin): 348.1 kJ/mol

CARTESIAN COORDINATES (ANGSTROEM)
N: -0.949 -0.258 -1.483
N: -0.305 -1.046 -0.627
C: -0.215 -0.467 2.283
C: 0.727 -0.418 0.005
C: 0.857 0.812 -0.614
C: 0.635 -0.575 1.431
C: -0.248 0.874 -1.478
H: 1.565 1.588 -0.361
H: -0.750 -1.879 -0.268
H: -0.627 1.737 -2.005
H: -1.151 -0.172 2.696

***

E of number 7 (C34H55BrN6O8)? -4832.646248 a.u.

***

Please write out number 2 again, unchanged.
This record from the OMol25 dataset describes a molecular structure, C10H30ClO5 at a distorted geometry. The level of theory is ωB97M-V with the def2-TZVPD basis set.

Summary:
E: -1235.169319 a.u.
charge: -1
maximum force: 0.2487 Eh/bohr
relative energy (zero: lowest compared OMol25 entry of this formula, charge and spin): 785.5 kJ/mol

CARTESIAN COORDINATES (ANGSTROEM)
Cl: 0.580 -1.239 0.183
O: -1.875 -0.705 -1.677
O: 3.312 -0.006 -1.679
O: 2.044 -3.108 -0.177
O: 1.041 0.371 3.394
O: 0.314 1.778 0.127
C: 1.321 -4.023 -0.953
C: 0.010 1.278 3.826
C: 0.213 -4.461 -0.074
C: 2.634 0.878 -2.507
C: -1.222 3.720 0.120
C: -4.320 -0.331 -1.340
C: -0.900 2.185 -0.310
C: -3.094 -1.010 -0.965
C: 3.639 1.770 -3.137
C: 0.249 1.350 5.264
H: 1.105 -3.601 -1.921
H: 4.124 1.339 -3.747
H: 1.991 -4.905 -1.491
H: 2.906 2.381 -3.778
H: -1.096 3.894 1.040
H: 0.609 -4.993 0.746
H: 1.939 1.511 -2.068
H: -0.335 4.162 -0.182
H: 0.100 2.110 3.517
H: -4.445 0.717 -0.997
H: -0.909 0.725 3.695
H: 2.743 -0.586 -1.120
H: 0.784 0.146 2.561
H: 2.104 0.234 -3.226
H: -0.942 2.187 -1.374
H: -3.001 -0.991 0.085
H: 1.199 1.618 5.629
H: -0.333 -5.251 -0.732
H: 1.669 -2.293 0.056
H: 0.459 0.833 0.202
H: -0.308 2.058 5.646
H: -0.547 -3.627 0.148
H: -2.061 4.025 -0.110
H: -1.193 -0.912 -1.134
H: -1.834 1.657 -0.132
H: 0.099 0.264 5.691
H: 4.172 2.334 -2.492
H: -5.216 -0.901 -0.999
H: -3.230 -2.072 -1.174
H: -4.505 -0.495 -2.417